# 1
{
  "formula": "C12H11N3O7S",
  "method": "ωB97M-V/def2-TZVPD",
  "e_homo_ev": -2.4,
  "homo_lumo_gap_ev": 7.2,
  "lumo_energy_ha": 0.174,
  "charge": -2,
  "symbols": ["O", "O", "O", "O", "O", "O", "O", "N", "N", "C", "C", "C", "C", "C", "N", "C", "C", "C", "C", "C", "C", "C", "S", "H", "H", "H", "H", "H", "H", "H", "H", "H", "H", "H"],
  "xyz": [[-1.738396, -1.875257, -2.456646], [2.634874, 3.511979, -1.638329], [3.399630, -1.369204, -0.374572], [-1.977348, 0.868379, -0.434127], [-1.373668, 1.528774, 1.836640], [-3.603990, -3.011390, -2.200559], [3.975423, 0.445138, 0.744656], [-2.947300, -2.195838, 1.868778], [-1.663681, -1.881530, 1.763319], [-2.640373, -2.424134, -1.748925], [1.743418, 2.657571, -1.442089], [3.169971, -0.233633, 0.041262], [-3.372844, -2.542357, 0.617621], [-2.406141, -2.313952, -0.289843], [-1.268607, -2.002128, 0.446398], [0.259477, 2.753429, -1.611762], [1.737271, 1.915480, -0.127149], [0.902057, -0.195569, 1.936757], [0.032862, -1.528190, -0.104893], [0.233319, 2.391585, -0.064947], [1.719234, 0.401260, -0.137270], [0.499616, -0.129176, 0.529175], [-0.853770, 1.142406, 0.531998], [-4.389766, -2.899566, 0.410430], [-0.084432, 2.109572, -2.410895], [-0.062567, 3.785170, -1.757787], [2.456094, 2.202440, 0.656045], [0.186128, -0.723547, 2.544245], [1.838988, -0.788603, 2.077860], [1.171931, 0.798633, 2.361310], [-0.058646, -1.573698, -1.102811], [0.741919, -2.223649, 0.148134], [0.195645, 3.214844, 0.665287], [1.543670, 0.184759, -1.277309]],
  "forces_ev_per_angstrom": [[0.03, -0.03, 0.50], [-2.13, -1.88, -1.13], [-0.89, -0.54, -0.98], [3.08, 0.45, 1.45], [1.26, -0.18, -0.16], [-2.18, -1.15, 0.35], [-0.90, 0.49, -0.66], [1.90, -0.29, -0.85], [-0.24, -0.35, -0.46], [3.19, 1.27, -2.20], [3.81, 3.45, 2.24], [0.91, 0.28, 2.64], [-1.31, 0.30, 1.22], [0.96, -0.64, 0.57], [-2.46, 0.71, -0.18], [0.10, 0.75, 0.55], [-0.74, -0.99, 0.82], [1.41, -1.01, 2.95], [-1.61, 2.16, 4.63], [0.80, 0.82, -0.29], [0.12, -0.12, -6.01], [-0.61, -2.15, -0.16], [-3.69, -0.85, -2.12], [0.65, 0.39, 0.15], [-0.84, -0.55, 0.54], [0.05, -0.12, -0.43], [-0.26, 0.48, -0.48], [-0.51, 0.38, 0.42], [-0.53, 0.36, -0.56], [-0.47, -0.57, -0.27], [-0.62, 0.57, -3.70], [2.03, -1.60, 0.90], [-0.53, 0.16, -0.83], [0.24, -0.01, 1.55]]
}

***

# 2
{
  "formula": "C4H6F3O3P",
  "method": "ωB97M-V/def2-TZVPD",
  "e_homo_ev": 0.1,
  "homo_lumo_gap_ev": 6.3,
  "lumo_energy_ha": 0.236,
  "charge": -2,
  "de_lowest_kj_mol": 235.7,
  "symbols": ["C", "C", "C", "C", "O", "O", "O", "F", "F", "F", "P", "H", "H", "H", "H", "H", "H"],
  "xyz": [[0.077790, -0.730293, 1.237379], [0.222030, -0.903198, -1.351453], [0.112070, -0.180903, -0.072925], [-1.990662, 0.550171, -0.107020], [1.658173, 1.883446, -1.082118], [1.660821, 1.594189, 1.499175], [2.773338, -0.187177, 0.087422], [-2.154653, 1.461374, 0.894427], [-2.841569, -0.458207, 0.168679], [-2.513121, 1.186608, -1.200177], [1.749592, 1.016260, 0.150647], [1.132911, -0.915808, 1.520094], [-0.602681, -1.495372, 1.444903], [-0.200604, 0.158072, 1.821831], [1.231014, -1.120516, -1.356093], [0.056273, -0.107612, -2.037786], [-0.370721, -1.751037, -1.616979]],
  "forces_ev_per_angstrom": [[0.41, 0.86, 2.08], [-1.39, 1.13, 0.31], [-0.99, 1.85, -0.83], [3.67, 0.31, -0.04], [0.32, 0.36, 0.03], [-0.39, 1.28, 1.86], [-1.26, 1.41, -0.20], [-0.30, -0.06, 0.30], [-0.81, -0.62, 0.15], [-0.13, -0.22, -0.33], [0.78, -2.45, -2.78], [-0.56, -0.40, 0.01], [-1.06, -1.79, 0.30], [0.12, -0.46, 0.53], [2.40, -0.77, -0.43], [0.02, 0.40, -1.25], [-0.81, -0.84, 0.28]]
}

***

# 3
{
  "formula": "C4H7NO",
  "method": "ωB97M-V/def2-TZVPD",
  "e_homo_ev": -7.9,
  "homo_lumo_gap_ev": 8.7,
  "lumo_energy_ha": 0.030,
  "de_lowest_kj_mol": 608.3,
  "symbols": ["O", "C", "C", "N", "C", "C", "H", "H", "H", "H", "H", "H", "H"],
  "xyz": [[0.788682, -1.883866, 0.360990], [-0.053697, -1.297505, -0.488185], [-1.150768, -0.419434, 0.128502], [-0.765612, 0.954769, -0.210367], [0.538349, 1.235121, 0.402990], [0.492989, 0.673548, -0.940502], [0.686654, -1.537396, 1.268435], [0.449753, -0.672540, -1.384351], [-1.220777, -0.551127, 1.220443], [-2.131292, -0.661945, -0.294890], [0.870237, 0.618662, 1.244568], [0.751972, 2.294245, 0.524244], [0.743511, 1.247466, -1.831876]],
  "forces_ev_per_angstrom": [[-0.01, 0.04, 0.16], [-0.09, 0.19, 0.04], [-0.15, -0.11, 0.06], [-0.17, -0.03, 0.01], [0.15, 0.05, 0.17], [0.15, 0.15, -0.09], [0.02, -0.06, -0.14], [0.01, -0.05, -0.08], [0.04, 0.00, -0.13], [0.15, 0.02, 0.06], [-0.06, 0.08, -0.12], [-0.03, -0.15, -0.05], [-0.02, -0.13, 0.10]]
}

***

# 4
{
  "formula": "C6H10O",
  "method": "ωB97M-V/def2-TZVPD",
  "e_homo_ev": -10.1,
  "homo_lumo_gap_ev": 11.1,
  "lumo_energy_ha": 0.035,
  "de_lowest_kj_mol": 134.9,
  "symbols": ["C", "C", "C", "C", "O", "C", "C", "H", "H", "H", "H", "H", "H", "H", "H", "H", "H"],
  "xyz": [[2.083058, 0.148212, 0.272099], [0.932514, -0.442622, -0.537811], [-0.451621, -0.258333, 0.106703], [-1.544294, -0.895527, -0.761720], [-0.386901, -0.917175, 1.367070], [-0.757115, 1.179859, 0.303088], [-1.044831, 2.337731, 0.472743], [3.044086, -0.043851, -0.217655], [2.113991, -0.291999, 1.272064], [1.972508, 1.232098, 0.381749], [1.080858, -1.522181, -0.667439], [0.903054, 0.001144, -1.539819], [-2.529982, -0.770605, -0.300092], [-1.580716, -0.437620, -1.754751], [-1.344779, -1.966260, -0.870318], [-1.200775, -0.719708, 1.849971], [-1.289051, 3.366845, 0.624119]],
  "forces_ev_per_angstrom": [[0.01, 0.04, 0.05], [0.01, -0.01, -0.08], [0.06, 0.06, -0.24], [-0.06, -0.03, -0.06], [-0.19, 0.01, 0.20], [-0.13, 0.49, 0.06], [0.13, -0.46, -0.07], [-0.18, 0.01, 0.05], [0.00, 0.06, -0.12], [0.00, -0.14, -0.02], [-0.06, 0.14, 0.04], [-0.02, -0.04, 0.13], [0.16, 0.00, -0.02], [0.05, -0.02, 0.14], [0.02, 0.16, 0.04], [0.16, -0.05, -0.06], [0.05, -0.20, -0.03]]
}

***

# 5
{
  "formula": "C29H41As2N4O8SSe3Sm",
  "method": "ωB97M-V/def2-TZVPD",
  "e_homo_ev": [-2.0, -2.0],
  "homo_lumo_gap_ev": [6.0, 6.0],
  "lumo_energy_ha": [0.147, 0.147],
  "charge": -2,
  "de_lowest_kj_mol": 0.0,
  "spin_multiplicity": 6,
  "symbols": ["Sm", "C", "O", "C", "O", "N", "N", "H", "H", "H", "H", "H", "H", "O", "C", "C", "C", "O", "C", "Se", "C", "Se", "H", "H", "H", "H", "H", "H", "H", "H", "H", "H", "C", "As", "C", "C", "C", "C", "C", "C", "C", "As", "C", "C", "H", "H", "H", "H", "H", "H", "H", "H", "H", "H", "H", "H", "H", "H", "H", "H", "Se", "C", "N", "O", "C", "O", "C", "C", "C", "C", "S", "C", "C", "H", "H", "H", "H", "H", "O", "C", "C", "C", "C", "O", "N", "H", "H", "H", "H"],
  "xyz": [[0.169722, 0.182919, 0.038570], [-4.519135, 1.465398, -1.019313], [-4.671510, 0.013199, -0.969567], [-3.574090, -0.629633, -0.535144], [-2.653416, -0.172514, 0.114654], [-3.573600, -1.899128, -0.992657], [-2.361673, -2.596661, -0.938661], [-5.389589, 1.813901, -1.592393], [-3.608750, 1.731749, -1.562528], [-4.487178, 1.911148, -0.038057], [-4.142159, -2.026388, -1.843032], [-1.721093, -2.148328, -1.600308], [-2.502418, -3.563560, -1.214898], [4.620328, -0.072587, -1.360456], [4.286747, -0.517674, -0.040740], [3.789183, -1.996711, 0.036314], [5.054878, -2.866300, -0.056789], [4.836305, -4.276673, 0.058150], [2.835206, -2.324476, -1.140219], [0.894312, -2.583217, -0.848914], [3.253543, -2.288758, 1.446754], [2.015967, -1.009684, 2.322100], [3.809535, 0.301727, -1.737057], [3.532784, 0.146070, 0.387987], [5.212492, -0.449983, 0.555199], [5.746624, -2.529616, 0.715925], [5.555126, -2.708514, -1.021362], [4.189228, -4.423547, 0.765180], [3.173751, -3.246484, -1.581964], [2.931580, -1.544129, -1.892946], [4.100541, -2.345179, 2.132365], [2.735748, -3.262919, 1.434676], [-0.736584, -3.611790, 2.657674], [-1.259216, -1.680103, 2.441931], [-3.240977, -2.066467, 2.492683], [-1.275847, -0.974311, 4.288179], [-1.631202, -1.762378, 5.378728], [-1.890512, -1.210117, 6.631233], [-1.806614, 0.164742, 6.812335], [-1.383125, 0.968006, 5.740110], [-1.096209, 0.384153, 4.498122], [-0.311436, 1.484506, 3.065760], [-1.394461, 3.128260, 3.268443], [1.212535, 2.078334, 4.241907], [-1.395510, -4.178711, 3.300206], [0.284407, -3.627111, 3.009037], [-0.778158, -4.008217, 1.637940], [-3.539202, -2.621944, 3.382468], [-3.460627, -2.684399, 1.596196], [-3.758959, -1.118851, 2.367273], [-1.718295, -2.838815, 5.235528], [-2.205884, -1.870970, 7.429300], [-2.058571, 0.635442, 7.758760], [-1.243803, 2.038036, 5.849520], [-1.460259, 3.499049, 4.276250], [-2.361621, 2.908307, 2.835706], [-0.876101, 3.827300, 2.599245], [0.828194, 2.352911, 5.232753], [1.675349, 2.920377, 3.754728], [1.912711, 1.251645, 4.305419], [-2.724853, 4.965236, -0.728045], [-1.797104, 3.455842, -0.330797], [-1.231392, 2.469074, -0.109842], [-0.173277, 0.890457, -9.274828], [-1.118730, 0.146977, -8.630235], [-1.981726, -0.384585, -9.274920], [-1.072024, 0.096311, -7.146491], [0.067704, 0.379303, -6.392469], [0.042340, 0.334544, -5.010851], [-1.152040, 0.037072, -4.335277], [-1.409399, 0.248262, -2.607347], [-2.261908, -0.322107, -5.091564], [-2.213166, -0.307934, -6.468768], [0.436735, 1.280172, -8.644679], [1.015949, 0.623544, -6.847262], [0.940478, 0.570958, -4.463105], [-3.185597, -0.520202, -4.601096], [-3.084815, -0.582688, -7.065301], [2.050851, 0.922079, -1.414545], [2.176404, 2.064068, -0.897835], [2.803950, 3.256126, -1.577200], [2.593036, 4.355458, -0.519802], [1.906201, 3.639506, 0.638141], [1.559562, 4.181347, 1.660123], [1.698548, 2.298849, 0.305024], [2.291636, 3.436016, -2.521470], [3.849260, 3.021177, -1.742883], [1.902755, 5.146836, -0.825890], [3.501608, 4.827966, -0.189091]],
  "forces_ev_per_angstrom": [[-0.20, -0.16, 0.30], [-0.23, -0.14, -0.74], [0.40, 0.66, 0.50], [0.67, -0.09, -0.65], [-0.20, 0.71, 0.30], [-1.27, -0.97, -1.06], [0.42, 0.01, 0.04], [0.26, -0.11, 0.34], [-0.09, -0.18, 0.11], [-0.06, -0.02, 0.35], [0.47, 0.26, 0.68], [0.14, -0.18, -0.01], [-0.10, 0.23, 0.15], [0.27, -0.10, 0.21], [0.05, -0.30, -0.15], [0.14, 0.47, 0.11], [0.04, -0.11, -0.65], [-0.13, 0.13, 0.10], [-0.04, 0.31, 0.25], [0.02, 0.37, 0.24], [-0.67, -0.08, 0.07], [0.01, 0.34, -0.40], [-0.01, -0.16, 0.11], [0.15, -0.16, 0.14], [-0.29, 0.16, -0.06], [0.15, -0.02, 0.22], [-0.16, -0.10, 0.07], [0.20, 0.17, -0.25], [0.05, -0.37, -0.23], [0.02, -0.19, 0.00], [0.01, -0.06, 0.06], [0.10, 0.30, 0.02], [-0.05, 1.02, -0.51], [-0.69, -1.12, 0.12], [0.54, -0.34, -0.98], [0.07, -0.33, 0.15], [-0.08, -0.25, 0.13], [-0.08, -0.16, -0.39], [0.25, 0.66, -0.58], [-0.06, -0.91, 0.16], [-0.06, 0.57, -0.09], [0.44, 0.81, 0.99], [0.65, -0.54, -1.14], [-0.68, -0.38, -0.40], [-0.24, -0.01, 0.26], [0.28, -0.10, 0.07], [0.08, 0.05, 0.15], [0.02, 0.23, 0.08], [0.15, 0.34, 0.48], [-0.17, 0.00, 0.27], [-0.07, 0.14, 0.11], [0.05, 0.09, 0.13], [0.06, -0.16, -0.02], [-0.14, -0.10, 0.19], [0.00, 0.10, 0.35], [-0.33, 0.13, 0.04], [-0.23, 0.08, 0.31], [0.10, -0.08, -0.30], [0.17, 0.30, -0.15], [0.08, -0.08, 0.07], [0.13, -0.21, 0.12], [-0.32, 0.46, -0.21], [0.45, -0.68, 0.16], [-0.06, -0.26, -0.22], [-0.16, 0.17, 0.61], [-0.05, -0.07, -0.47], [0.56, -0.12, -0.41], [-0.03, 0.04, 0.35], [-0.09, -0.02, -0.25], [0.26, 0.36, 1.30], [0.19, -0.07, -0.32], [0.17, 0.13, -1.00], [-0.61, -0.14, -0.19], [0.02, 0.06, 0.29], [0.17, 0.07, -0.25], [0.02, 0.00, 0.24], [-0.50, -0.25, 0.38], [0.18, 0.12, 0.20], [-0.29, -0.11, -0.28], [-0.23, -0.03, -0.08], [-0.20, 0.24, 0.56], [-0.39, -0.19, -0.47], [-0.24, -0.62, -0.32], [0.03, -0.03, 0.20], [-0.06, 0.43, 0.63], [0.12, 0.00, -0.04], [0.22, 0.05, -0.25], [0.10, -0.10, -0.14], [0.39, 0.16, 0.19]]
}

***

# 6
{
  "formula": "C2H3Cl",
  "method": "ωB97M-V/def2-TZVPD",
  "e_homo_ev": -9.8,
  "homo_lumo_gap_ev": 10.9,
  "lumo_energy_ha": 0.042,
  "de_lowest_kj_mol": 34.9,
  "symbols": ["C", "C", "Cl", "H", "H", "H"],
  "xyz": [[-0.038759, -0.431071, 0.004138], [0.957840, 0.442919, 0.024136], [2.590467, -0.071087, -0.002491], [-0.952026, 0.121766, -0.078906], [-0.103448, -1.424451, 0.098123], [0.714794, 1.514601, -0.135962]],
  "forces_ev_per_angstrom": [[-0.22, 4.67, -0.03], [-0.68, -0.32, -0.78], [0.59, 0.26, 0.21], [-0.85, -0.24, 0.02], [0.42, -3.55, 0.26], [0.74, -0.83, 0.33]]
}